Entry 1:
Below is C5H5BaO15 as an isolated structure, with properties calculated with ωB97M-V with the def2-TZVPD basis set.

```
! wB97M-V def2-TZVPD RIJCOSX def2/J DEFGRID3
* xyz -3 1
Ba -18.66 -16.46 -7.42
O -15.14 -20.45 -5.32
C -15.97 -19.91 -4.37
O -15.89 -20.23 -3.19
O -16.60 -18.91 -4.69
H -15.46 -20.19 -6.19
O -22.87 -19.90 -8.77
C -21.70 -20.47 -8.93
O -20.68 -19.84 -8.59
O -21.65 -21.63 -9.44
H -22.57 -19.16 -8.23
O -20.87 -13.82 -12.27
C -20.06 -14.35 -11.35
O -19.43 -13.74 -10.50
O -19.86 -15.53 -11.39
H -20.94 -14.68 -12.69
O -22.10 -15.95 -2.91
C -21.49 -15.81 -4.12
O -21.81 -16.40 -5.18
O -20.40 -15.23 -4.09
H -21.58 -15.56 -2.20
O -13.27 -16.77 -9.19
C -14.46 -16.66 -8.70
O -15.01 -17.78 -8.61
O -14.97 -15.60 -8.31
H -13.41 -17.72 -9.25
*
```

Values from the calculation:
Highest occupied orbital energy in Eh: -0.01652
Orbital gap in Eh: 0.22880
ΔE to the lowest compared entry with this formula, charge and spin in kcal per mole: 116.5
LUMO energy in eV: 5.777
Molecular weight in g mol⁻¹: 442.4


Entry 2:
Below is C4H6AuO2 as an isolated structure, with properties calculated with ωB97M-V with the def2-TZVPD basis set.

```
! wB97M-V def2-TZVPD RIJCOSX def2/J DEFGRID3
* xyz 0 4
O -0.99 -3.02 0.05
C -0.30 -2.06 -0.57
H -1.83 -3.28 -0.48
H -0.87 -1.77 -1.49
C 0.38 -0.34 0.46
C 0.56 0.78 -0.28
C 0.29 2.18 0.23
O -0.03 2.25 1.58
Au 0.18 0.54 2.28
H 0.91 0.75 -1.33
H 1.04 -1.44 -0.05
H -0.52 2.62 -0.40
H 1.18 2.80 -0.01
*
```

Values from the calculation:
Highest occupied orbital energy (spin up / spin down) in Eh: -0.22504 / -0.33567
Orbital gap (spin up / spin down) in Eh: 0.20328 / 0.27827
ΔE to the lowest compared entry with this formula, charge and spin in kcal per mole: 55.9
Expectation value of S²: 3.78
LUMO energy (spin up / spin down) in eV: -0.592 / -1.562
Molecular weight in g mol⁻¹: 283.1


Entry 3:
Below is a 21-piece molecular cluster, C25H55N5O20 overall, with properties calculated with ωB97M-V with the def2-TZVPD basis set.

```
! wB97M-V def2-TZVPD RIJCOSX def2/J DEFGRID3
* xyz 0 1
N 3.61 -0.72 -1.79
N 3.35 1.15 -3.26
N 1.33 2.33 -3.12
C 2.72 -1.23 -0.96
C 2.52 2.11 -3.69
C 2.92 0.41 -2.24
C 0.89 1.60 -2.08
C -2.09 -1.78 -2.19
C -0.07 0.93 6.36
C -3.22 -1.65 -1.39
C 1.69 0.61 -1.64
C -0.86 -1.52 -1.60
C 1.03 0.89 5.47
C -1.25 0.38 5.97
C 2.10 0.46 3.39
C -2.62 -0.57 4.17
C 1.90 0.04 2.09
C 0.61 -0.73 0.21
C -3.12 -1.37 0.02
C -2.74 -1.01 2.88
C -0.68 -1.16 -0.25
C 0.98 0.39 4.25
C -1.36 -0.17 4.65
C 0.74 -0.43 1.60
C -1.80 -1.15 0.59
C -1.63 -0.96 2.00
C -0.26 -0.08 3.76
C -0.34 -0.52 2.42
N -0.26 1.77 -1.49
N 1.59 -0.49 -0.75
H 2.84 -2.25 -0.53
H 2.70 2.72 -4.58
H -2.22 -2.06 -3.25
H 0.00 1.25 7.32
H -4.20 -1.70 -1.80
H 0.05 -1.61 -2.27
H 2.01 1.30 5.77
H -2.09 0.41 6.70
H 3.05 0.77 3.81
H -3.51 -0.56 4.76
H 2.74 0.16 1.39
H -3.99 -1.14 0.70
H -3.79 -1.24 2.67
H -0.86 2.45 -2.04
H -0.73 0.93 -1.23
O 4.20 -0.31 6.27
H 4.24 0.55 6.80
H 3.44 -0.87 6.64
O 0.08 -4.27 -2.60
H 0.95 -4.76 -2.43
H -0.51 -4.40 -1.79
O -6.83 -2.09 -1.61
H -6.29 -2.82 -2.04
H -6.22 -1.30 -1.44
O 2.91 -3.72 1.44
H 3.33 -4.10 2.28
H 2.46 -4.48 0.95
O -4.43 1.87 6.22
H -3.68 2.39 5.78
H -4.94 1.38 5.50
O 5.83 -2.53 -1.88
H 5.04 -2.24 -2.45
H 5.53 -3.32 -1.32
O -5.30 0.46 -1.57
H -6.12 0.98 -1.28
H -4.53 0.73 -0.97
O -1.96 3.97 -1.58
H -2.75 4.09 -2.19
H -1.33 4.75 -1.72
O 4.38 -0.85 -5.09
H 4.64 -0.35 -5.93
H 4.14 -0.18 -4.37
O 1.22 1.23 -6.52
H 0.39 1.68 -6.86
H 0.96 0.33 -6.13
O 5.21 3.51 -5.38
H 4.40 3.42 -5.98
H 5.06 4.28 -4.75
O -5.79 0.34 4.29
H -6.40 -0.35 3.88
H -5.49 0.98 3.57
O 3.49 2.60 -7.23
H 2.65 2.08 -7.01
H 4.20 1.94 -7.54
O 3.01 -4.38 -2.49
H 3.64 -4.79 -1.81
H 2.91 -5.03 -3.26
O -3.08 2.10 0.07
H -2.44 2.01 0.85
H -2.78 2.89 -0.49
O -2.34 -0.83 9.28
H -1.56 -0.95 8.64
H -3.19 -1.03 8.77
O 0.14 -1.04 -5.16
H -0.33 -1.55 -5.90
H 0.99 -1.54 -4.93
O -0.63 3.17 -4.94
H -0.32 3.47 -5.86
H 0.17 3.17 -4.33
O 1.96 1.70 9.44
H 1.16 1.37 9.96
H 2.69 1.00 9.50
O -1.60 0.83 -3.78
H -1.32 1.73 -4.14
H -1.01 0.12 -4.21
*
```

Values from the calculation:
Highest occupied orbital energy in Eh: -0.27259
Orbital gap in Eh: 0.23932
ΔE to the lowest compared entry with this formula, charge and spin in kcal per mole: 0.0
LUMO energy in eV: -0.905
Molecular weight in g mol⁻¹: 745.7


Entry 4:
Below is a 2-piece molecular cluster, C2H6S overall, with properties calculated with ωB97M-V with the def2-TZVPD basis set.

```
! wB97M-V def2-TZVPD RIJCOSX def2/J DEFGRID3
* xyz 0 1
C -2.51 0.07 1.82
C -3.42 1.03 1.56
H -2.78 -0.88 1.20
H -1.75 0.27 2.64
H -3.93 1.03 0.50
H -3.57 1.68 2.45
S 6.20 -0.53 -3.61
H 5.68 -0.87 -2.54
H 6.08 -1.81 -4.02
*
```

Values from the calculation:
Highest occupied orbital energy in Eh: -0.35282
Orbital gap in Eh: 0.39199
SMILES: C=C.S
ΔE to the lowest compared entry with this formula, charge and spin in kcal per mole: 51.5
LUMO energy in eV: 1.066
Molecular weight in g mol⁻¹: 62.1


Computed F_max, in the same sequence as the records: 6.08; 5.09; 6.54; 3.39 eV/A.